# 1
Formula: C43H36N7O2S3SeTl
Source: the Open Molecules 2025 dataset
Level of theory: the ωB97M-V functional and the def2-TZVPD basis

As for the molar mass: 1062.4 g/mol. As for the HOMO energy: -7.2081 eV. The energy above the lowest of the compared OMol25 structures with the same formula, charge and spin comes out at 0.011 eV. The value obtained for the frontier orbital gap is 0.2329 hartree.

```
! RIJCOSX wB97M-V def2-TZVPD def2/J DEFGRID3
* xyz 0 1
Tl -0.1963 -0.3425 0.3086
C -3.8290 2.7069 0.3416
C -2.5699 1.9636 0.7003
N -1.9916 1.2373 -0.1950
N -2.5185 1.3006 -1.4504
C -2.3427 0.3180 -2.2582
S -1.5989 -1.1910 -1.9650
S -2.9529 0.5775 -3.9150
C -4.6398 1.2226 -3.5629
C -5.5876 0.0879 -3.3157
C -6.4095 -0.3842 -4.3333
C -7.2453 -1.4697 -4.1179
C -7.2585 -2.1036 -2.8849
C -6.4365 -1.6438 -1.8659
C -5.6113 -0.5513 -2.0787
C -2.0723 2.0281 2.0716
C -2.1109 3.2496 2.7555
C -1.7395 3.3576 4.0783
C -1.3775 2.2022 4.7725
C -1.3416 0.9863 4.1308
C -1.6297 0.8525 2.7494
O -1.5266 -0.3059 2.1735
H -3.6576 3.3299 -0.5373
H -4.1936 3.3069 1.1695
H -4.5987 1.9800 0.0763
H -4.9132 1.7965 -4.4465
H -4.5357 1.8832 -2.7052
H -6.3881 0.0951 -5.3054
H -7.8852 -1.8215 -4.9173
H -7.8992 -2.9611 -2.7239
H -6.4352 -2.1378 -0.9028
H -4.9614 -0.2014 -1.2852
H -2.4025 4.1411 2.2109
H -1.7364 4.3200 4.5726
H -1.1269 2.2590 5.8255
H -1.0460 0.0891 4.6602
Se 4.6099 5.0573 4.1648
N 4.0356 3.4453 4.5947
C 3.2586 3.0301 3.6260
C 2.6051 1.7397 3.6006
C 2.7302 0.8074 4.6333
C 2.0913 -0.4062 4.5167
C 1.3611 -0.6672 3.3589
N 1.2448 0.2069 2.3800
C 1.8256 1.3987 2.4864
C 1.6280 2.3433 1.3828
N 0.8387 1.9719 0.3628
C 0.6614 2.7932 -0.6563
C 1.2731 4.0419 -0.7346
C 2.0780 4.4487 0.3024
C 2.2592 3.5945 1.3934
C 3.0917 3.9468 2.5252
N 3.7366 5.0815 2.6331
H 3.3281 1.0634 5.4976
H 2.1477 -1.1464 5.3023
H 0.8469 -1.6102 3.2092
H 0.0110 2.4491 -1.4507
H 1.1103 4.6641 -1.6025
H 2.5814 5.4061 0.3050
C 4.7794 -0.5930 -1.2329
C 4.8871 -1.9685 -1.3101
C 3.8675 -2.7490 -0.7927
C 2.7511 -2.1418 -0.2137
N 2.6369 -0.8078 -0.1977
C 3.6255 -0.0635 -0.6806
C 1.6585 -2.9657 0.3704
C 1.9033 -4.3153 0.6520
C 0.9048 -5.1415 1.1331
C -0.3628 -4.6356 1.3669
C -0.6144 -3.2898 1.1411
C 0.3823 -2.4573 0.6514
H 5.5480 0.0622 -1.6171
H 5.7512 -2.4344 -1.7659
H 3.9284 -3.8248 -0.8603
H 3.4923 1.0084 -0.6410
H 2.8922 -4.7305 0.5061
H 1.1183 -6.1855 1.3232
H -1.1528 -5.2853 1.7224
H -1.5973 -2.8819 1.3449
O 2.0933 1.2904 -2.9481
S 0.8690 0.4920 -3.2546
C 0.6374 0.6858 -5.0836
C 1.1478 -0.5717 -5.7830
C 2.1418 -1.2308 -4.8330
C 1.4284 -1.2358 -3.4966
H 1.2239 1.5722 -5.3192
H -0.4206 0.8699 -5.2604
H 1.5940 -0.3370 -6.7503
H 0.3167 -1.2593 -5.9532
H 3.0579 -0.6395 -4.7535
H 2.4084 -2.2393 -5.1532
H 2.0556 -1.5113 -2.6550
H 0.5302 -1.8501 -3.5143
*
```

***

# 2
Formula: C43H37N3O6PS2SeSr
Source: the Open Molecules 2025 dataset
Level of theory: the ωB97M-V functional and the def2-TZVPD basis

As for the molar mass: 953.5 g/mol. As for the HOMO energy (alpha / beta): -1.0770 / -1.6779 eV. The energy above the lowest of the compared OMol25 structures with the same formula, charge and spin comes out at 1.210 eV. The value obtained for the frontier orbital gap (alpha / beta) is 0.1883 / 0.2103 hartree.

```
! RIJCOSX wB97M-V def2-TZVPD def2/J DEFGRID3
* xyz -2 2
Sr 0.4726 -0.6873 0.1829
O -3.5589 -0.4542 -1.1965
C -2.2388 -0.5933 -1.2031
O -1.5015 0.2707 -0.7650
C -1.7363 -1.9427 -1.7145
C -2.5482 -2.8287 -2.3768
C -1.9042 -3.9792 -2.9159
C -0.5765 -4.2068 -2.6991
C 0.1802 -3.2977 -1.8982
N -0.4406 -2.1405 -1.4687
C 1.5395 -3.4321 -1.4588
O 2.2414 -4.5547 -1.8291
O 2.1264 -2.6121 -0.7368
H -3.7115 0.4618 -0.9187
H -3.5849 -2.5986 -2.5649
H -2.4709 -4.6691 -3.5299
H -0.1181 -5.0764 -3.1606
H 1.6687 -5.1160 -2.3612
C -3.4806 4.9848 4.6098
C -2.2401 4.5155 5.0361
C -1.6724 3.3986 4.4419
C -2.3296 2.7188 3.4144
C -3.5642 3.2069 2.9956
C -4.1436 4.3276 3.5859
P -1.6701 1.2414 2.4986
C 0.1116 1.7676 2.5918
C 0.4914 2.8456 1.7954
C 1.7516 3.4077 1.9295
C 2.6473 2.8888 2.8558
C 2.2848 1.7999 3.6360
C 1.0198 1.2430 3.5047
C -1.8526 -0.0542 3.8202
C -2.4600 0.2283 5.0171
C -2.7624 -0.7931 5.9524
C -2.4775 -2.0900 5.6581
C -1.8668 -2.4316 4.4226
C -1.6047 -3.7913 4.1057
C -1.0236 -4.1083 2.9137
C -0.6593 -3.0780 2.0096
C -0.8588 -1.7296 2.2429
C -1.5194 -1.4210 3.4840
H -3.9179 5.8654 5.0654
H -1.7110 5.0281 5.8311
H -0.6997 3.0510 4.7729
H -4.0790 2.7006 2.1860
H -5.1032 4.6865 3.2336
H -0.1988 3.2414 1.0568
H 2.0430 4.2288 1.2871
H 3.6397 3.3149 2.9454
H 2.9920 1.3684 4.3347
H 0.7390 0.3838 4.1030
H -2.7377 1.2426 5.2682
H -3.2319 -0.5319 6.8942
H -2.7160 -2.8852 6.3586
H -1.8802 -4.5603 4.8210
H -0.8335 -5.1461 2.6572
H -0.1752 -3.4149 1.0863
O 2.3278 -0.4759 1.4499
N 3.5242 -0.4291 0.9041
C 4.4703 -1.2635 1.3921
C 5.7513 -1.2619 0.9199
C 6.0697 -0.3656 -0.1044
C 5.0960 0.4529 -0.6124
C 3.7570 0.4341 -0.1517
S 2.4923 1.3619 -0.8386
H 4.1010 -1.9091 2.1736
H 6.4697 -1.9534 1.3363
H 7.0746 -0.3259 -0.5070
H 5.3077 1.1431 -1.4179
O 2.1833 0.9097 -5.5022
S 1.6334 0.1522 -4.3071
C 3.0489 -0.7232 -3.6201
C 3.4396 -1.7264 -4.6985
C 2.1302 -2.4472 -5.0377
C 0.9897 -1.4134 -4.9538
H 2.7248 -1.2132 -2.6966
H 3.7917 0.0343 -3.3753
H 4.2216 -2.4099 -4.3613
H 3.8056 -1.1791 -5.5694
H 1.9482 -3.2269 -4.2951
H 2.1671 -2.9284 -6.0164
H 0.1764 -1.7157 -4.2947
H 0.5430 -1.1340 -5.9062
Se -2.3453 -0.0117 -4.5496
C -2.4318 1.8771 -4.6424
C -3.5117 2.6265 -4.1396
C -3.5347 4.0062 -4.2419
N -2.5725 4.7480 -4.8032
C -1.5327 4.0418 -5.2704
C -1.4177 2.6644 -5.2172
H -4.3438 2.1072 -3.6771
H -4.3875 4.5532 -3.8458
H -0.7288 4.6190 -5.7191
H -0.5270 2.1880 -5.6113
*
```

***

# 3
Formula: C43H37NO2P
Source: the Open Molecules 2025 dataset
Level of theory: the ωB97M-V functional and the def2-TZVPD basis

As for the molar mass: 630.7 g/mol. As for the HOMO energy: -9.7806 eV. The energy above the lowest of the compared OMol25 structures with the same formula, charge and spin comes out at 1.082 eV. The value obtained for the frontier orbital gap is 0.2600 hartree.

```
! RIJCOSX wB97M-V def2-TZVPD def2/J DEFGRID3
* xyz 1 1
C 3.2456 4.7515 0.5667
C 3.3501 3.4108 0.1806
C 2.2421 2.5714 0.2675
C 1.0231 3.0624 0.7460
P -0.4428 2.0063 0.8851
C -1.0827 2.0146 2.5893
C -2.0119 1.0337 2.9549
C -2.4708 0.9513 4.2636
C -2.0161 1.8652 5.2267
C -1.1014 2.8581 4.8579
C -0.6389 2.9312 3.5487
C -1.6941 2.8072 -0.1402
C -3.0387 2.4471 0.0361
C -4.0341 3.0694 -0.7091
C -3.6948 4.0681 -1.6288
C -2.3532 4.4100 -1.8294
C -1.3573 3.7787 -1.0974
C -0.0505 0.2997 0.2532
C -0.0836 -0.7878 1.3080
O -0.6534 -1.8440 1.0739
C 0.6020 -0.6463 2.6210
C 1.5806 0.3101 2.8915
C 2.0618 0.5422 4.1949
C 1.6062 -0.2392 5.2616
C 0.7025 -1.2900 4.9826
C 0.2386 -1.4934 3.6904
C 0.9158 4.4137 1.1117
C 2.0186 5.2574 1.0257
H 4.1328 5.4124 0.5238
H 4.3015 3.0181 -0.1722
H 2.3471 1.5259 -0.0276
H -2.3594 0.3023 2.2237
H -3.1751 0.1712 4.5481
H -2.3845 1.8037 6.2645
H -0.7452 3.5703 5.6024
H 0.1008 3.6813 3.2843
H -3.3031 1.6820 0.7676
H -5.0729 2.7864 -0.5705
H -4.4836 4.5890 -2.1955
H -2.0880 5.1593 -2.5690
H -0.3132 4.0472 -1.2708
H 0.9249 0.2539 -0.3592
H 1.9287 0.9395 2.0875
H 2.7714 1.3600 4.3880
H 1.9369 -0.0399 6.2815
H 0.3449 -1.9337 5.8005
H -0.4881 -2.2823 3.4756
H -0.0363 4.8104 1.4697
H 1.9284 6.2993 1.3160
C 1.8153 -6.2855 -1.7809
O 0.6408 -5.6723 -2.3245
C 0.5821 -4.3288 -2.3721
C 1.6680 -3.4719 -2.1045
C 1.4345 -2.1379 -1.7595
C 0.1390 -1.6165 -1.8827
C -0.1533 -0.1980 -1.4982
C 0.3041 0.6676 -2.6359
C -0.4752 1.3660 -3.6006
C -1.8474 1.5291 -3.7735
C -2.2554 2.4874 -4.7135
C -1.3597 3.2145 -5.5032
C 0.0280 2.9838 -5.3806
C 0.4367 2.0418 -4.4400
N 1.7330 1.7717 -3.9663
C 2.9392 2.2471 -4.6140
C 1.6558 0.9703 -2.8484
C -0.9070 -2.4091 -2.3942
C -0.6755 -3.7480 -2.6628
H 1.6279 -7.3304 -1.7894
H 2.7145 -6.0650 -2.3752
H 2.0027 -5.9462 -0.7471
H 2.6825 -3.9078 -2.0129
H 2.2901 -1.4917 -1.5317
H -1.2094 -0.0265 -1.2232
H -2.5703 1.0070 -3.1304
H -3.3176 2.7120 -4.8537
H -1.6769 3.9632 -6.2347
H 0.8099 3.4490 -5.9835
H 2.7551 3.2613 -4.9677
H 3.7560 2.2222 -3.8773
H 3.1875 1.5926 -5.4617
H 2.5165 0.6620 -2.2758
H -1.8560 -1.9018 -2.6186
H -1.5070 -4.3703 -2.9949
*
```

***

# 4
Formula: C43H38ClN2O6P2SY
Source: the Open Molecules 2025 dataset
Level of theory: the ωB97M-V functional and the def2-TZVPD basis

As for the molar mass: 897.2 g/mol. As for the HOMO energy: -4.9102 eV. The energy above the lowest of the compared OMol25 structures with the same formula, charge and spin comes out at 2.635 eV. The value obtained for the frontier orbital gap is 0.1353 hartree.

```
! RIJCOSX wB97M-V def2-TZVPD def2/J DEFGRID3
* xyz 0 1
Y 0.3643 1.3774 -1.2778
C -1.0113 -4.3209 0.3106
C -0.6680 -5.6721 0.2184
C -0.7296 -5.9808 -1.1664
C -1.1632 -4.8940 -1.8582
C -1.2933 -3.7962 -1.0238
H -1.2603 -3.7400 1.1763
H -0.3321 -6.3960 0.9133
H -0.4785 -6.9628 -1.5924
H -1.2835 -4.8126 -2.9450
H -1.7783 -2.8534 -1.2697
O 1.3689 -0.1367 0.1893
P 1.9158 0.0297 1.5960
C 0.8773 1.1453 2.5285
P -0.8753 1.1934 1.8842
O -0.9960 1.3421 0.3472
C -1.4851 2.7380 2.4817
C -0.6556 3.8706 2.7426
C -1.1486 5.0938 3.1807
C -2.4983 5.2945 3.1206
C -3.3631 4.2249 2.5892
C -2.8849 2.9613 2.2962
C -1.6154 -0.3371 2.4608
C -2.1511 -1.3604 1.6207
C -3.0612 -2.3091 2.1105
C -3.2904 -2.3551 3.4942
C -2.5879 -1.5780 4.3655
C -1.6914 -0.6347 3.8792
C 3.5385 0.7890 1.7058
C 4.5800 0.2669 0.8980
C 5.7758 0.9208 0.7219
C 5.9791 2.2277 1.3973
C 4.9540 2.7375 2.1629
C 3.8086 1.9800 2.4425
C 2.1448 -1.5424 2.4405
C 2.6905 -1.6025 3.7420
C 2.9439 -2.8816 4.3106
C 2.7531 -4.0231 3.5636
C 2.2308 -3.9016 2.2320
C 2.0972 -2.6808 1.5865
H 1.2678 2.1476 2.2176
H 0.6989 1.2109 3.6267
H 0.4051 3.6140 2.7152
H -0.5496 5.9409 3.4091
H -2.9859 6.2621 3.2458
H -4.3716 4.5769 2.5908
H -3.5560 2.1978 1.9546
H -1.9648 -1.1806 0.5762
H -3.6540 -2.9450 1.4079
H -3.9331 -3.0891 3.8925
H -2.6696 -1.8325 5.3769
H -1.1882 -0.1482 4.6592
H 4.3308 -0.5743 0.3139
H 6.5197 0.7231 -0.0495
H 6.9784 2.6505 1.4350
H 4.9473 3.7215 2.5449
H 3.1211 2.4003 3.1310
H 2.7598 -0.7691 4.3983
H 3.3058 -2.9584 5.3336
H 2.7676 -4.9596 3.9938
H 1.9878 -4.7890 1.7162
H 1.7391 -2.6897 0.5719
C -1.3055 1.3882 -3.2892
C -2.6069 0.8943 -2.9347
C -2.8583 -0.5417 -2.8671
C -4.1727 -0.9767 -2.7368
C -5.1510 -0.0402 -2.4019
C -4.8658 1.3181 -2.2719
C -3.6918 1.8209 -2.6700
C -6.4487 -0.4522 -1.9136
N -7.6012 -0.6444 -1.7337
H -1.1290 2.4785 -3.4596
H -0.6496 0.5842 -3.6507
H -1.9657 -1.2078 -3.0125
H -4.4577 -2.0692 -2.8465
H -5.6587 2.0139 -2.0023
H -3.4363 2.8525 -2.7477
S 2.4196 0.5086 -3.1458
C 2.1078 0.2566 -4.8482
N 2.2431 -1.0438 -5.2416
C 1.9513 -1.4349 -6.5278
C 1.7351 -0.4945 -7.4758
C 1.7382 0.9067 -7.1674
C 1.9025 1.2991 -5.8314
H 2.5399 -1.7328 -4.5489
H 2.0050 -2.4766 -6.7208
H 1.6440 -0.7472 -8.5515
H 1.6093 1.5798 -8.0697
H 1.8020 2.3436 -5.4388
O 2.3475 4.8131 -1.7856
Cl 1.3352 4.2124 -0.8995
O 0.8235 5.0970 0.0884
O 0.1713 3.5834 -1.6873
O 1.9472 2.9802 -0.2473
*
```